No. 1
C13H21CuN6O4 | ωB97M-V with the def2-TZVPD basis set

Geometry (Å):
Cu 0.7674 0.2516 -0.1986
O 4.6503 0.9471 4.7315
O 2.1116 -1.0938 -0.0669
O 3.9281 -1.6564 1.1230
O 5.1111 -0.7414 3.3472
N -0.2121 -0.9544 -1.4767
N 1.5568 0.9951 1.4799
N -1.4469 -1.3940 -0.8890
N -0.2743 1.8543 -0.7824
N 2.4645 1.7445 3.3033
N -0.7666 3.8717 -1.4400
C -1.9458 3.1666 -1.4521
C 2.6507 0.2106 1.7833
C -1.2672 -3.6769 -1.9085
C 0.2153 3.0525 -1.0358
C -3.3455 -2.8374 -0.7967
C -2.1526 -2.4543 -1.6638
C -2.6297 -1.8570 -2.9823
C 2.9616 -0.9478 0.9006
C 3.2290 0.6713 2.9214
C -1.6303 1.9113 -1.0416
C 0.4248 2.9766 2.5457
C 4.4091 0.2906 3.7512
C 1.4614 1.9182 2.4255
H -0.4317 -3.4682 -2.5807
H -3.2346 -2.5853 -3.5215
H -0.4464 -0.4711 -2.3386
H 0.4045 -1.7347 -1.7116
H -0.6483 4.8354 -1.7081
H 1.2460 3.3516 -0.9407
H -1.8001 -1.5929 -3.6432
H -3.9784 -1.9709 -0.6041
H -2.8794 3.6130 -1.7430
H -3.2410 -0.9704 -2.8064
H -3.9426 -3.5996 -1.2959
H -0.3151 2.8627 1.7579
H -1.2054 -1.7792 0.0199
H 2.6693 2.2817 4.1361
H -2.2592 1.0469 -0.9073
H 4.7447 -1.1492 2.5155
H 0.8696 3.9698 2.4772
H -0.8707 -4.0731 -0.9709
H -0.0834 2.9014 3.5073
H -1.8502 -4.4673 -2.3811
H -3.0182 -3.2492 0.1611

Properties
F_max ... 0.32 eV/A
Energy relative to the best compared isomer or geometry (same formula, charge and spin) ... 0.000 eV
HOMO level (alpha / beta) ... -12.69 / -12.69 eV
Net charge ... +1
E_LUMO (alpha / beta) ... -2.5 / -4.0 eV
Spin multiplicity ... 2
E ... -75588.834 eV

Electronic structure analysis, Mulliken charges in units of e: -0.0907, -0.5836, -0.7425, -0.7748, -0.5115, 0.0135, -0.7453, -0.1427, 0.2242, -0.0124, -0.0489, -0.5351, 0.5145, -1.7200, -0.3301, -1.7254, 1.4016, -1.6801, 0.9860, 0.2593, -0.4236, -1.2130, 0.4892, 0.6158, 0.4295, 0.4523, 0.2316, 0.3537, 0.2042, 0.4717, 0.3871, 0.4009, 0.4285, 0.3691, 0.4189, 0.1812, 0.2859, 0.2440, 0.4794, 0.4623, 0.3332, 0.4028, 0.3951, 0.4391, 0.4053

=====

No. 2
C13H21N2 | ωB97M-V with the def2-TZVPD basis set

Geometry (Å):
N -0.1276 -0.5858 -0.0317
N -1.5813 1.1117 -0.0097
C -3.7569 -0.1535 -0.0062
C 1.9335 0.4503 -0.0045
C -1.3721 -1.1258 -0.0229
C 1.6084 -1.7104 1.2662
C 3.4075 0.5757 0.0080
C 1.2532 2.9296 -0.0199
C 1.2796 -0.9268 -0.0072
C 1.0206 1.4564 -0.0133
C -2.2735 -0.0852 -0.0188
C 1.6642 -1.7269 -1.2540
C -0.2785 0.8662 -0.0222
C -1.6499 -2.5832 -0.0052
C -2.1899 2.4177 0.0206
H 3.8146 0.1615 0.9306
H 3.7188 1.6122 -0.0684
H -1.1664 -3.0820 -0.8426
H 1.4303 -1.1663 -2.1558
H -2.9397 2.4618 0.8100
H -4.1983 0.7864 -0.3201
H 0.8145 3.3779 -0.9106
H -2.6667 2.6392 -0.9361
H 2.6768 -1.8929 1.3201
H -4.1042 -0.9321 -0.6815
H 0.8118 3.3935 0.8605
H -1.4286 3.1672 0.2141
H -1.2815 -3.0305 0.9170
H 1.1013 -2.6713 1.2581
H -2.7188 -2.7584 -0.0620
H 1.1325 -2.6736 -1.2774
H -4.1231 -0.3901 0.9932
H 2.3146 3.1537 -0.0161
H 2.7287 -1.9382 -1.2361
H 1.2998 -1.1519 2.1459
H 3.8463 0.0238 -0.8217

Properties
SMILES ... CC1=C(C)C(C)(C)n2c(C)c(C)[n+](C)c21
F_max ... 4.93 eV/A
Energy relative to the best compared isomer or geometry (same formula, charge and spin) ... 0.000 eV
HOMO level ... -11.64 eV
Net charge ... +1
E_LUMO ... -2.9 eV
E ... -16796.848 eV

Electronic structure analysis, Mulliken charges in units of e: 0.7288, -0.0839, -1.6350, 0.5532, 1.3164, -1.7807, -1.8706, -2.0347, 1.1862, 0.7013, 0.0679, -1.7781, 0.1481, -1.6263, -1.0206, 0.3570, 0.4416, 0.2984, 0.3923, 0.3868, 0.4140, 0.4058, 0.3517, 0.4828, 0.4622, 0.4219, 0.3557, 0.2908, 0.3940, 0.4014, 0.3869, 0.3064, 0.3217, 0.4921, 0.4064, 0.3579

=====

No. 3
C13H21N3 | ωB97M-V with the def2-TZVPD basis set

Geometry (Å):
N 1.6373 3.9261 0.3891
N 2.2669 3.8429 1.5603
N -0.5956 -1.4200 0.1013
C 0.5722 -2.2905 -0.3983
C 2.0873 2.6412 2.1902
C 0.4886 2.2570 -1.1314
C -3.5771 -1.1311 -0.3897
C -1.6273 -1.8835 1.0694
C -2.8722 -2.3464 0.2856
C 1.1334 2.7485 0.1504
C 0.2471 0.7333 -1.1225
C 0.8468 0.4592 1.2699
C 1.3532 1.8751 1.3062
C -0.1821 0.0695 0.2267
C 1.3723 -1.5760 -1.6323
C 1.5642 0.0112 -1.6126
H 1.7059 -0.1071 1.0879
H 2.3948 2.4760 3.2521
H 2.4337 -2.0325 -1.7352
H 0.8616 -1.8973 -2.5353
H -3.6946 -0.3898 0.3639
H -1.9543 -1.0970 1.7524
H 1.1225 2.3833 -2.0075
H -1.0956 -2.6545 1.6457
H -2.4747 -3.0996 -0.4299
H -0.5042 0.4977 -1.9678
H 0.4012 0.1584 2.2077
H 2.9635 4.5152 1.8689
H 0.1719 -3.2935 -0.6204
H 2.5247 0.3667 -1.0084
H -3.6850 -2.8097 0.9561
H -2.9186 -0.8440 -1.1363
H -0.4056 2.7845 -1.2309
H -4.5409 -1.3601 -0.9284
H 1.8196 0.2238 -2.6128
H 1.2054 -2.4237 0.4487
H -1.0465 0.6867 0.3674

Properties
SMILES ... CCCN1CCC[C@@H]2Cc3n[nH]cc3C[C@@H]21
F_max ... 3.48 eV/A
Energy relative to the best compared isomer or geometry (same formula, charge and spin) ... 1.849 eV
HOMO level ... -8.01 eV
Net charge ... 0
E_LUMO ... 0.9 eV
E ... -18289.706 eV

Electronic structure analysis, Mulliken charges in units of e: -0.8788, 0.1205, 0.5712, -0.8971, -1.1822, -1.0157, -1.0032, -1.0390, -0.3567, 0.2618, 0.2815, -0.7255, 0.6460, -0.6452, -0.8087, -0.9724, 0.3690, 0.3879, 0.3196, 0.3880, 0.2816, 0.4119, 0.3637, 0.4427, 0.2472, 0.2971, 0.4637, 0.2227, 0.4266, 0.3020, 0.3331, 0.1862, 0.4710, 0.3338, 0.4777, 0.4171, 0.5012

=====

No. 4
C13H22AlBBr2N2O6 | ωB97M-V with the def2-TZVPD basis set

Geometry (Å):
Br 0.8034 -1.2276 6.3704
Br -1.5182 -0.2676 3.6632
Al -2.6505 0.3788 -1.9234
O -1.1287 -3.4219 2.1044
O -2.5858 -1.8626 2.3776
O -4.0664 -1.6521 5.9247
O 0.0322 0.1218 0.7848
O -4.5235 3.4183 -1.2904
O -2.1008 -2.5466 0.3962
N 2.3793 0.1079 0.1137
N -1.9385 -2.6103 1.6261
C -0.0823 1.0039 -2.6182
C 0.4425 1.6689 -1.2117
C 2.1940 -3.1136 -2.6283
C -1.7256 -0.1203 5.5969
C 2.8139 -0.8956 -0.9320
C -5.0788 3.0527 -0.1447
C 0.9612 0.5942 -0.0879
C 4.3752 -0.8283 -1.5159
C 3.7590 -3.0475 -3.2125
C 1.9528 1.8927 -4.3846
C -0.4272 0.2812 6.2573
C 1.7644 -2.0352 -1.4690
C 4.8303 -1.9229 -2.6608
B 0.3431 1.9236 -3.9535
H 3.0248 0.9503 0.1017
H -4.4015 2.7415 0.6688
H -2.1136 -1.0797 5.9501
H 2.1669 2.8079 -5.0850
H 2.2101 0.9067 -4.9631
H -4.3524 -1.7851 5.0394
H 5.1153 0.0073 -1.1306
H 4.0179 -3.8487 -4.0331
H 2.5688 1.8829 -3.3890
H -1.2632 0.9515 -2.6112
H -2.4874 0.6507 5.7430
H -5.6967 3.8016 0.3793
H -0.5995 0.5855 7.2935
H 0.3207 -0.0733 -2.8348
H 1.3960 -3.8976 -3.0062
H -5.7740 2.1964 -0.1705
H 1.3319 2.4065 -1.4198
H 0.6432 -2.1057 -1.0688
H -0.4555 2.5814 -4.5569
H -0.4977 2.2245 -0.7384
H 0.0978 1.0827 5.7304
H 5.9232 -1.8793 -3.0808

Properties
F_max ... 8.58 eV/A
HOMO level ... -7.08 eV
Net charge ... 0
E_LUMO ... -5.1 eV
E ... -176434.196 eV

Electronic structure analysis, Mulliken charges in units of e: -0.1196, 0.3155, 0.3998, -0.5567, -0.5582, -0.5981, -0.4258, -0.5895, -0.5709, -0.2277, 1.0586, -0.0728, -0.5869, -0.4019, -0.6603, 0.4678, -0.6069, -0.0521, -0.4928, -0.3757, -0.8027, -0.5752, -0.2904, -0.3665, 0.3177, 0.3859, 0.1858, 0.4465, 0.2368, 0.2885, 0.2799, 0.2201, 0.2925, 0.2285, 0.1242, 0.3943, 0.2993, 0.3719, 0.2557, 0.3133, 0.2380, 0.3894, 0.4214, -0.0469, 0.3754, 0.3659, 0.3046